The following is a quantum chemistry calculation of a 2-piece molecular cluster, C5H13O2 overall, from the Open Molecules 2025 dataset.

Last column: natural (NBO) charge in e.
Cartesian coordinates (Å):
C: 0.14 1.14 1.85  -0.05
O: -1.16 0.80 2.22  -0.94
C: 0.57 1.25 0.28  -0.46
C: -0.62 0.85 -0.66  -0.40
C: -0.25 -0.11 -1.94  -0.42
C: 0.08 -1.51 -1.56  -0.69
H: 0.81 0.35 2.14  0.07
H: 0.69 1.96 2.41  0.09
H: 1.11 2.24 0.09  0.19
H: 1.41 0.44 0.10  0.18
H: -1.51 0.42 -0.16  0.23
H: -0.90 1.72 -1.27  0.18
H: -1.09 0.12 -2.61  0.19
H: 0.67 0.45 -2.37  0.18
H: -0.81 -2.29 -1.61  0.20
H: 0.99 -2.07 -1.99  0.20
H: 0.35 -1.69 -0.37  0.28
H: -0.51 -0.84 1.34  0.52
H: 0.16 -1.40 2.47  0.47
O: -0.12 -1.84 1.64  -1.02

For the strongest force on any atom, the calculation gives 0.1011 hartree/bohr. Its HOMO energy is -2.95 eV. The net charge is -1. The value obtained for the HOMO-LUMO gap is 7.03 eV. The energy above the lowest of the compared OMol25 structures with the same formula, charge and spin comes out at 265.2 kJ/mol. The calculation puts the total energy at -348.69886 hartree.

The following is a quantum chemistry calculation of a 2-piece molecular cluster, C3H8NO2 overall, from the Open Molecules 2025 dataset.

Last column: natural (NBO) charge in e.
Cartesian coordinates (Å):
O: -2.23 0.46 0.75  -0.55
C: -2.10 1.55 1.18  0.66
O: -1.41 1.92 2.28  -0.72
H: -2.56 2.43 0.70  0.10
H: -1.97 2.35 2.93  0.51
C: 2.54 -1.97 -2.19  -0.44
C: 0.94 -0.61 -0.90  0.14
N: 2.00 -1.30 -1.01  -0.38
H: 2.40 -3.06 -2.11  0.26
H: 3.56 -1.64 -2.37  0.26
H: 1.96 -1.58 -3.04  0.24
H: 0.41 -0.25 -1.77  0.24
H: 0.74 -0.28 0.12  0.24
H: 2.37 -1.50 -0.08  0.44

For the strongest force on any atom, the calculation gives 0.0317 hartree/bohr. Its HOMO energy is -13.95 eV. The net charge is +1. The value obtained for the HOMO-LUMO gap is 8.74 eV. The energy above the lowest of the compared OMol25 structures with the same formula, charge and spin comes out at 203.2 kJ/mol. The calculation puts the total energy at -324.04988 hartree.

The following is a quantum chemistry calculation of C44H58N2O3PtSi4Te as an isolated structure, from the Open Molecules 2025 dataset.

Last column: Mulliken spin population.
Cartesian coordinates (Å):
Pt: 0.57 0.36 0.05  1.24
C: -6.91 -0.63 -1.14  0.00
C: -5.44 -0.77 -0.84  0.00
C: -4.84 -2.01 -0.64  0.00
C: -3.50 -2.16 -0.31  0.01
C: -3.04 -3.58 -0.26  0.00
O: -3.49 -4.37 -1.07  0.00
C: -2.12 -4.11 0.80  0.00
C: -1.48 -5.33 0.58  0.00
C: -0.70 -5.90 1.57  0.00
C: -0.55 -5.25 2.80  0.00
C: -1.19 -4.04 3.02  0.00
C: -1.98 -3.48 2.03  0.00
C: -2.64 -1.01 -0.17  -0.01
O: -1.40 -1.13 0.16  -0.04
C: -3.23 0.27 -0.48  -0.02
C: -4.61 0.33 -0.78  0.00
C: -2.49 1.54 -0.49  -0.02
N: -1.20 1.68 -0.48  0.26
C: -0.61 3.04 -0.42  -0.03
C: -0.52 3.56 1.02  0.01
Te: 0.36 2.08 2.31  0.20
C: -1.48 1.52 3.20  -0.01
C: -2.16 2.46 3.97  -0.01
C: -3.38 2.13 4.55  0.01
C: -3.92 0.86 4.37  0.00
C: -3.23 -0.08 3.61  0.00
C: -2.00 0.24 3.04  0.03
C: -3.34 2.78 -0.50  0.00
C: -4.01 3.15 0.66  0.00
C: -4.78 4.31 0.70  0.00
C: -4.91 5.09 -0.45  0.00
C: -4.28 4.70 -1.62  0.00
C: -3.50 3.55 -1.65  0.00
H: -7.37 -1.61 -1.29  0.00
H: -7.08 -0.04 -2.04  0.00
H: -7.44 -0.14 -0.32  0.00
H: -5.43 -2.91 -0.75  0.00
H: -1.63 -5.83 -0.37  0.00
H: -0.22 -6.85 1.39  0.00
H: 0.07 -5.69 3.57  0.00
H: -1.08 -3.53 3.97  0.00
H: -2.49 -2.54 2.21  0.00
H: -5.05 1.29 -1.01  0.00
H: -1.15 3.76 -1.02  0.00
H: 0.39 2.97 -0.82  0.00
H: -1.50 3.78 1.43  0.00
H: 0.10 4.45 1.06  0.00
H: -1.75 3.45 4.12  0.00
H: -3.91 2.86 5.15  0.00
H: -4.87 0.60 4.81  0.00
H: -3.66 -1.07 3.46  0.00
H: -1.47 -0.49 2.43  -0.01
H: -3.93 2.52 1.54  0.00
H: -5.28 4.59 1.61  0.00
H: -5.51 5.99 -0.42  0.00
H: -4.39 5.30 -2.52  0.00
H: -3.02 3.24 -2.57  0.00
O: 0.60 -2.11 0.88  0.04
C: 1.10 -2.96 -0.15  -0.01
C: 0.58 -2.59 -1.53  -0.02
C: 0.27 -3.56 -2.47  0.01
C: -0.21 -3.17 -3.71  0.00
C: -0.39 -1.82 -3.97  0.01
C: -0.06 -0.91 -2.98  0.01
N: 0.42 -1.29 -1.80  0.03
H: -0.37 -2.05 0.74  -0.01
H: 0.84 -4.00 0.05  0.00
H: 2.18 -2.88 -0.16  0.00
H: 0.39 -4.61 -2.21  0.00
H: -0.46 -3.92 -4.46  0.00
H: -0.77 -1.48 -4.93  0.00
H: -0.19 0.15 -3.13  0.00
C: 2.60 3.23 -2.26  0.01
Si: 3.54 2.64 -0.74  -0.02
C: 5.35 3.05 -1.04  0.01
C: 3.05 3.74 0.71  -0.01
Si: 2.92 0.40 -0.38  0.22
Si: 3.97 -0.67 -2.21  0.06
C: 5.81 -0.27 -2.24  0.02
C: 3.20 0.01 -3.80  0.01
C: 4.01 -2.55 -2.41  0.00
Si: 4.06 -0.44 1.52  0.03
C: 5.86 0.10 1.45  0.03
C: 4.09 -2.31 1.74  0.00
C: 3.39 0.25 3.14  0.00
H: 2.53 4.32 -2.30  0.00
H: 1.58 2.82 -2.29  0.00
H: 3.11 2.90 -3.17  0.00
H: 5.49 4.14 -1.08  0.00
H: 5.70 2.64 -1.99  0.00
H: 5.99 2.66 -0.25  0.00
H: 3.10 4.80 0.43  0.00
H: 3.71 3.58 1.57  0.00
H: 2.03 3.54 1.05  0.01
H: 6.02 0.80 -2.27  0.00
H: 6.27 -0.74 -3.11  0.00
H: 6.31 -0.67 -1.35  0.00
H: 3.90 0.65 -4.35  0.00
H: 2.30 0.61 -3.59  0.00
H: 2.89 -0.81 -4.48  0.00
H: 4.37 -3.06 -1.50  0.00
H: 4.72 -2.77 -3.21  0.00
H: 3.05 -2.98 -2.68  0.00
H: 6.38 -0.35 0.60  0.00
H: 6.39 -0.22 2.37  0.00
H: 5.96 1.19 1.37  0.00
H: 4.49 -2.82 0.85  0.00
H: 3.09 -2.70 1.94  0.00
H: 4.74 -2.55 2.59  0.00
H: 3.35 1.35 3.11  0.00
H: 4.02 -0.05 3.98  0.00
H: 2.37 -0.13 3.32  0.00

As for the spin multiplicity: 3. For the strongest force on any atom, the calculation gives 0.0309 hartree/bohr. Its HOMO energy (spin up / spin down) is -6.22 / -7.52 eV. The value obtained for the HOMO-LUMO gap (spin up / spin down) is 6.31 / 6.88 eV. The energy above the lowest of the compared OMol25 structures with the same formula, charge and spin comes out at 69.5 kJ/mol. The calculation puts the total energy at -3592.02563 hartree.

The following is a quantum chemistry calculation of C24H28IIrNO6P2S3 as an isolated structure, from the Open Molecules 2025 dataset.

Last column: natural (NBO) charge in e.
Cartesian coordinates (Å):
Ir: -0.15 0.19 -0.37  0.82
O: -2.05 0.58 0.95  -1.00
S: -1.44 0.10 2.23  2.41
O: -1.54 1.03 3.31  -0.89
O: -0.08 -0.36 1.90  -0.95
C: -2.34 -1.40 2.55  -0.32
C: -2.96 -1.68 3.75  -0.17
C: -3.61 -2.89 3.90  -0.17
C: -3.61 -3.82 2.87  -0.20
C: -2.96 -3.54 1.68  -0.12
C: -2.33 -2.31 1.50  -0.38
P: -1.48 -1.92 -0.07  1.23
C: -0.42 -3.38 -0.25  -0.42
C: -0.69 -4.44 -1.11  -0.20
C: 0.19 -5.51 -1.16  -0.20
C: 1.32 -5.52 -0.37  -0.18
C: 1.59 -4.47 0.49  -0.21
C: 0.72 -3.39 0.55  -0.13
C: -2.76 -1.97 -1.35  -0.44
C: -4.10 -1.76 -1.07  -0.12
C: -5.02 -1.76 -2.10  -0.22
C: -4.61 -1.93 -3.41  -0.17
C: -3.26 -2.09 -3.70  -0.21
C: -2.33 -2.11 -2.68  -0.18
H: -2.93 -0.93 4.52  0.25
H: -4.11 -3.12 4.83  0.24
H: -4.11 -4.77 2.99  0.23
H: -2.95 -4.27 0.88  0.23
H: -1.58 -4.44 -1.72  0.23
H: -0.02 -6.34 -1.82  0.23
H: 2.01 -6.35 -0.42  0.23
H: 2.47 -4.47 1.11  0.23
H: 0.91 -2.56 1.21  0.22
H: -4.42 -1.60 -0.05  0.22
H: -6.07 -1.61 -1.88  0.23
H: -5.33 -1.93 -4.21  0.23
H: -2.93 -2.20 -4.72  0.23
H: -1.28 -2.21 -2.89  0.24
C: 2.89 -1.01 -5.19  -0.63
C: 3.23 0.32 -4.55  -0.06
O: 3.20 0.18 -3.11  -0.83
P: 2.04 0.76 -2.20  1.70
S: 0.19 0.27 -2.91  -0.37
S: 2.40 0.02 -0.34  -0.31
O: 2.10 2.35 -2.26  -0.82
C: 3.02 3.13 -1.47  -0.06
C: 4.42 3.07 -2.04  -0.64
H: 2.90 -0.92 -6.27  0.23
H: 1.89 -1.33 -4.87  0.22
H: 3.61 -1.77 -4.90  0.22
H: 2.54 1.10 -4.86  0.19
H: 4.25 0.62 -4.80  0.20
H: 3.00 2.78 -0.44  0.20
H: 2.62 4.14 -1.52  0.20
H: 4.82 2.06 -1.96  0.22
H: 5.07 3.75 -1.49  0.23
H: 4.42 3.37 -3.09  0.22
N: -1.28 4.31 0.51  -0.77
C: -1.49 3.17 -0.15  0.69
O: -0.55 2.46 -0.52  -0.71
C: -2.93 2.85 -0.46  -0.62
I: -4.06 2.62 1.36  0.15
H: -0.34 4.55 0.78  0.42
H: -2.04 4.90 0.81  0.42
H: -3.00 1.91 -0.99  0.25
H: -3.40 3.66 -1.01  0.26

For the strongest force on any atom, the calculation gives 0.0490 hartree/bohr. Its HOMO energy (spin up / spin down) is -11.46 / -11.46 eV. The net charge is +1. The value obtained for the HOMO-LUMO gap (spin up / spin down) is 7.10 / 7.09 eV. The calculation puts the total energy at -3716.72880 hartree.

The following is a quantum chemistry calculation of C12H34N12O26S2 as an isolated structure, from the Open Molecules 2025 dataset.

Last column: Löwdin charge in e.
Cartesian coordinates (Å):
O: 4.40 1.25 5.01  0.23
C: 3.57 1.78 4.40  -0.21
N: 2.59 2.58 4.14  0.03
O: 1.45 1.84 4.46  -0.48
S: 0.38 2.76 5.42  0.92
O: -0.47 3.63 4.59  -0.42
O: -0.68 1.58 6.03  -0.74
S: -0.90 0.49 4.70  0.81
H: -2.06 0.98 4.12  -0.06
C: -2.84 -1.31 8.18  0.05
N: -3.56 -1.30 6.88  -0.44
O: -4.25 -2.28 6.61  0.06
O: -3.42 -0.32 6.18  0.01
H: -3.07 -2.24 8.69  0.09
H: -1.78 -1.23 7.96  0.10
H: -3.20 -0.46 8.75  0.10
C: -2.65 -3.22 2.37  0.05
N: -2.70 -1.75 2.52  -0.42
O: -3.78 -1.20 2.39  0.07
O: -1.65 -1.18 2.76  -0.05
H: -3.65 -3.59 2.15  0.10
H: -1.97 -3.44 1.54  0.06
H: -2.28 -3.63 3.30  0.11
C: 1.46 -4.00 -0.60  0.05
N: 0.27 -4.21 0.27  -0.41
O: 0.00 -3.34 1.08  0.04
O: -0.35 -5.25 0.12  0.07
H: 1.91 -3.05 -0.36  0.09
H: 2.15 -4.81 -0.41  0.07
H: 1.11 -4.01 -1.63  0.08
C: 0.95 6.05 2.48  0.04
N: 2.28 6.30 1.87  -0.44
O: 3.12 6.85 2.55  0.07
O: 2.44 5.92 0.72  0.05
H: 0.95 6.43 3.49  0.10
H: 0.21 6.58 1.87  0.10
H: 0.77 4.98 2.47  0.09
C: 2.39 0.82 1.16  0.04
N: 2.48 0.12 -0.15  -0.45
O: 1.58 0.29 -0.94  0.07
O: 3.47 -0.58 -0.32  0.05
H: 1.47 1.40 1.18  0.10
H: 2.38 0.06 1.94  0.10
H: 3.25 1.47 1.25  0.10
C: 4.56 5.77 -1.84  0.03
N: 5.89 6.01 -2.45  -0.45
O: 6.73 6.56 -1.76  0.06
O: 6.05 5.64 -3.60  0.05
H: 4.56 6.15 -0.82  0.08
H: 3.82 6.29 -2.45  0.10
H: 4.38 4.69 -1.85  0.10
C: -3.23 0.19 -0.56  0.05
N: -3.27 1.66 -0.40  -0.44
O: -4.35 2.21 -0.53  0.05
O: -2.22 2.22 -0.15  0.06
H: -4.23 -0.17 -0.78  0.10
H: -2.55 -0.03 -1.39  0.07
H: -2.86 -0.23 0.37  0.07
C: -0.14 -2.30 -3.86  0.04
N: -1.33 -2.51 -3.00  -0.42
O: -1.60 -1.64 -2.19  0.03
O: -1.96 -3.54 -3.16  0.08
H: 0.31 -1.35 -3.61  0.10
H: 0.55 -3.12 -3.68  0.09
H: -0.48 -2.30 -4.89  0.06
C: -5.13 4.54 -2.84  0.03
N: -5.82 5.23 -3.96  -0.45
O: -6.78 4.68 -4.45  0.06
O: -5.36 6.31 -4.30  0.06
H: -5.64 3.60 -2.64  0.09
H: -4.10 4.37 -3.14  0.10
H: -5.18 5.19 -1.97  0.10
C: 2.60 -8.21 -0.88  0.05
N: 3.17 -7.18 -1.80  -0.43
O: 4.16 -7.49 -2.44  0.09
O: 2.60 -6.10 -1.84  0.02
H: 3.20 -9.11 -0.95  0.10
H: 2.63 -7.80 0.12  0.10
H: 1.58 -8.40 -1.20  0.11
C: 1.16 -2.74 -8.65  0.05
N: 1.01 -2.22 -7.26  -0.42
O: 0.46 -2.94 -6.44  0.03
O: 1.44 -1.11 -7.05  0.09
H: 0.73 -3.74 -8.69  0.10
H: 0.63 -2.07 -9.31  0.10
H: 2.22 -2.77 -8.88  0.10

For the strongest force on any atom, the calculation gives 0.0621 hartree/bohr. Its HOMO energy is -9.57 eV. The value obtained for the HOMO-LUMO gap is 8.94 eV. The calculation puts the total energy at -3886.09152 hartree.

The following is a quantum chemistry calculation of a 3-piece molecular cluster, C20H40BNO12P2 overall, from the Open Molecules 2025 dataset.

Last column: Löwdin charge in e.
Cartesian coordinates (Å):
C: -6.17 1.24 -1.20  -0.05
O: -4.81 1.20 -1.61  0.05
B: -4.25 2.43 -1.76  -0.58
O: -4.91 3.35 -2.55  0.18
C: -2.89 2.89 -1.06  -0.12
O: -2.21 3.79 -1.98  -0.02
C: -1.38 4.61 -1.31  -0.33
O: -0.31 4.87 -1.76  0.11
C: -1.95 1.72 -0.74  -0.24
C: -0.92 1.44 -1.62  0.00
C: -0.05 0.40 -1.31  -0.05
C: -0.26 -0.29 -0.12  -0.06
C: -1.34 0.09 0.66  -0.14
N: -2.19 1.08 0.40  0.14
H: -6.82 1.71 -1.94  0.09
H: -6.26 1.83 -0.28  0.10
H: -6.55 0.23 -1.02  0.09
H: -4.87 4.21 -2.12  0.11
H: -3.12 3.40 -0.11  0.15
H: -1.72 5.03 -0.35  0.16
H: -0.73 1.99 -2.54  0.12
H: 0.78 0.11 -1.94  0.11
H: 0.39 -1.09 0.20  0.10
H: -1.49 -0.45 1.60  0.10
C: -2.75 -4.07 7.06  -0.08
C: -1.77 -4.74 6.12  -0.28
O: -2.32 -4.96 4.82  -0.22
P: -2.63 -3.67 3.86  0.61
O: -1.26 -3.31 3.39  -0.22
O: -3.12 -4.38 2.46  -0.25
C: -2.42 -4.23 1.23  -0.28
C: -1.39 -5.33 1.04  -0.07
O: -4.19 -3.54 4.33  -0.23
C: -5.27 -4.35 3.85  -0.26
C: -5.11 -5.84 4.05  -0.08
H: -2.99 -3.06 6.74  0.07
H: -2.33 -4.01 8.07  0.08
H: -3.69 -4.63 7.10  0.08
H: -0.85 -4.14 6.03  0.11
H: -1.48 -5.71 6.51  0.12
H: -1.96 -3.25 1.16  0.09
H: -3.16 -4.29 0.43  0.12
H: -0.78 -5.47 1.94  0.07
H: -0.73 -5.10 0.21  0.08
H: -1.88 -6.28 0.84  0.07
H: -5.47 -4.11 2.81  0.11
H: -6.14 -4.02 4.41  0.12
H: -4.28 -6.25 3.48  0.07
H: -6.02 -6.35 3.72  0.08
H: -4.94 -6.08 5.10  0.08
C: 2.40 3.65 -3.38  -0.08
C: 3.21 3.72 -2.11  -0.27
O: 4.51 3.13 -2.25  -0.21
P: 5.61 3.88 -3.19  0.56
O: 6.00 5.08 -2.41  -0.22
O: 6.95 2.96 -2.97  -0.24
C: 8.14 3.48 -2.39  -0.28
C: 8.16 3.28 -0.89  -0.07
O: 5.24 3.12 -4.57  -0.21
C: 5.67 1.80 -4.91  -0.26
C: 5.28 0.71 -3.95  -0.08
H: 2.84 4.26 -4.17  0.07
H: 1.38 4.01 -3.21  0.05
H: 2.35 2.63 -3.76  0.07
H: 3.31 4.75 -1.77  0.11
H: 2.70 3.16 -1.32  0.12
H: 8.28 4.53 -2.65  0.10
H: 8.98 2.94 -2.84  0.12
H: 7.22 3.59 -0.43  0.07
H: 8.97 3.84 -0.43  0.08
H: 8.29 2.22 -0.65  0.07
H: 6.75 1.80 -5.10  0.11
H: 5.20 1.59 -5.88  0.12
H: 5.74 0.83 -2.97  0.07
H: 5.59 -0.26 -4.35  0.08
H: 4.20 0.69 -3.80  0.07

For the strongest force on any atom, the calculation gives 0.1510 hartree/bohr. Its HOMO energy is -9.54 eV. The value obtained for the HOMO-LUMO gap is 9.04 eV. The energy above the lowest of the compared OMol25 structures with the same formula, charge and spin comes out at 140.2 kJ/mol. The calculation puts the total energy at -2451.39328 hartree.

The following is a quantum chemistry calculation of a 2-piece molecular cluster, C2H3NO2 overall, from the Open Molecules 2025 dataset.

Last column: natural (NBO) charge in e.
Cartesian coordinates (Å):
O: 2.73 -0.62 -0.26  -0.48
C: 1.96 0.17 -0.54  0.49
N: -0.33 -0.79 0.45  -0.75
C: -1.17 0.10 0.13  0.42
O: -0.84 1.20 -0.55  -0.68
H: 0.12 1.15 -0.71  0.50
H: -0.76 -1.55 0.96  0.36
H: -2.24 0.09 0.35  0.15

For the strongest force on any atom, the calculation gives 0.0295 hartree/bohr. Its HOMO energy is -10.55 eV. The value obtained for the HOMO-LUMO gap is 11.57 eV. The energy above the lowest of the compared OMol25 structures with the same formula, charge and spin comes out at 72.2 kJ/mol. The calculation puts the total energy at -283.23052 hartree.

The following is a quantum chemistry calculation of a 3-piece molecular cluster, C3H7O2 overall, from the Open Molecules 2025 dataset.

Last column: natural (NBO) charge in e.
Cartesian coordinates (Å):
C: 0.29 0.47 -1.35  0.28
O: -0.13 -0.40 -2.08  -0.58
H: -0.39 1.19 -0.88  0.13
H: 1.35 0.59 -1.07  0.11
H: -2.01 -2.79 -2.48  -0.01
C: -0.17 0.31 1.70  -0.77
C: 1.02 0.98 1.58  0.23
O: 1.30 2.18 1.85  -0.79
H: -0.29 -0.75 1.55  0.17
H: -1.11 0.86 1.81  0.17
H: 1.88 0.38 1.20  0.05
H: -1.73 -3.01 -1.83  0.01

For the strongest force on any atom, the calculation gives 0.0162 hartree/bohr. Its HOMO energy is -2.50 eV. The net charge is -1. The value obtained for the HOMO-LUMO gap is 6.73 eV. The energy above the lowest of the compared OMol25 structures with the same formula, charge and spin comes out at 316.7 kJ/mol. The calculation puts the total energy at -268.91940 hartree.